Below is a 11-piece molecular cluster, C32H85F6N5O13S2 overall at a distorted geometry, with properties calculated with the ωB97M-V functional and the def2-TZVPD basis.

```
143
Properties=species:S:1:pos:R:3:forces:R:3:lowdin_charge:R:1
N 21.67269 -17.91898 6.94358 0.318 -1.263 1.589 0.32
H 22.17869 -17.95215 7.81706 0.186 0.234 0.577 0.13
H 21.86426 -17.01792 6.52946 0.291 1.633 -1.098 0.02
H 20.69471 -18.00608 7.18036 -0.421 -0.473 -0.447 0.15
H 22.10725 -18.64672 6.39437 -0.551 -0.444 -0.698 0.15
C 19.46191 -15.48284 4.63421 2.377 1.145 1.452 -0.65
F 18.64791 -14.84521 3.85584 -0.334 -0.341 -1.382 0.19
F 19.34010 -14.84840 5.82365 0.296 -1.121 -0.110 0.11
F 19.20480 -16.78076 4.72667 -0.349 0.170 0.105 0.13
S 21.37636 -15.29742 4.09460 -0.758 2.038 -1.924 0.84
O 21.63986 -16.36179 3.10550 -0.412 1.772 2.087 -0.31
O 21.41013 -13.83212 3.65049 0.102 -4.984 1.570 -0.33
N 22.23449 -15.66615 5.60655 -3.870 -3.240 -4.154 -0.35
S 22.99002 -14.42011 5.91193 3.456 6.790 2.330 0.52
O 24.07530 -14.08478 5.00562 -0.859 -0.445 0.371 -0.30
O 22.10007 -13.32167 6.32444 1.508 -1.605 -0.030 -0.31
C 23.97960 -14.98576 7.48671 -0.421 1.344 -1.368 -0.60
F 23.57300 -16.21619 7.84663 1.117 -1.119 -0.217 0.08
F 25.31516 -14.82775 7.27870 -1.811 -1.003 0.451 0.12
F 23.60547 -14.24734 8.49663 0.258 1.080 0.739 0.14
C 28.63310 -11.27362 10.77089 1.215 -0.143 0.271 -0.06
C 27.91549 -12.60786 10.50057 0.068 -0.085 0.823 -0.49
C 26.42285 -12.38070 10.24966 -1.221 -0.159 -0.075 -0.04
O 28.47581 -13.30083 9.43480 1.014 0.610 -1.889 -0.06
H 29.66788 -11.37425 11.09829 0.322 -0.947 -0.164 0.07
H 28.29027 -10.73453 11.65405 -0.976 0.202 -0.406 0.08
H 28.79006 -10.64838 9.89194 -0.845 0.159 -0.099 0.08
H 28.16515 -13.27602 11.32479 -0.841 0.323 0.840 0.13
H 25.70643 -12.60866 11.03889 0.508 0.535 0.967 0.07
H 25.93342 -13.03409 9.52740 0.917 -0.298 -0.694 0.05
H 26.21515 -11.37646 9.88027 0.082 0.121 0.155 0.07
H 28.57801 -14.23459 9.63287 -0.362 -0.080 0.132 0.05
C 20.75708 -10.57581 2.30365 -0.339 0.995 -0.471 -0.06
C 22.10889 -10.62572 1.60108 -1.107 -1.042 1.148 -0.49
C 23.15428 -9.87870 2.38233 0.514 1.261 -0.767 -0.06
O 22.55523 -11.97415 1.55188 0.267 -0.393 -1.063 -0.06
H 20.75854 -11.11816 3.24915 0.206 0.265 0.183 0.06
H 19.87817 -10.90307 1.74818 0.288 -0.452 -0.397 0.08
H 20.58656 -9.50568 2.42129 -0.286 0.050 0.708 0.08
H 21.99910 -10.27025 0.57655 0.167 0.025 -0.029 0.14
H 23.39125 -10.42090 3.29774 0.465 0.011 -0.283 0.09
H 22.99347 -8.83026 2.63335 -0.977 0.032 0.256 0.08
H 23.94380 -9.70534 1.65110 0.906 -0.836 0.554 0.08
H 22.23426 -12.45470 2.31847 -0.043 0.012 0.165 0.03
C 26.69582 -17.39268 8.58849 0.280 -0.007 -0.943 -0.06
C 26.63429 -16.45673 9.74823 -0.757 -0.958 1.468 -0.51
C 26.20740 -17.19144 11.04091 -0.780 1.206 -0.978 -0.03
O 27.87710 -15.90017 10.02587 1.425 0.639 -0.253 -0.05
H 27.45611 -18.15589 8.75456 0.027 -0.168 0.110 0.09
H 26.99879 -16.83515 7.70222 -0.064 -0.095 -0.176 0.08
H 25.75096 -17.89728 8.38671 -0.061 0.051 0.071 0.07
H 25.96081 -15.62527 9.54039 0.011 0.036 0.127 0.12
H 26.81210 -18.08124 11.21606 -0.171 -0.029 0.010 0.08
H 25.14608 -17.38867 10.88987 -0.078 -0.626 0.466 0.07
H 26.29988 -16.46709 11.85015 0.043 -0.270 0.183 0.08
H 28.50098 -16.62739 10.08527 0.285 -0.040 0.064 0.11
C 27.22680 -11.66202 6.30167 1.125 2.135 -0.995 -0.02
C 27.56999 -10.81591 4.97210 2.150 -2.499 1.846 -0.47
C 28.86244 -11.35308 4.26696 0.191 -0.172 0.408 -0.05
O 26.56865 -10.92656 4.06890 -2.426 0.647 -1.302 -0.04
H 26.79214 -12.63252 6.06230 0.109 -0.013 0.074 0.06
H 26.59001 -11.05448 6.94471 -0.493 -0.253 -0.152 0.07
H 28.15945 -11.72624 6.86215 -0.030 -0.602 0.029 0.06
H 27.78452 -9.78208 5.24277 -0.501 0.136 0.000 0.13
H 28.64470 -11.82680 3.30973 -0.370 0.528 -0.237 0.06
H 29.37231 -12.17687 4.76646 0.113 0.244 0.658 0.06
H 29.55512 -10.52275 4.12968 0.220 -0.214 -0.184 0.06
H 26.12212 -11.76389 4.21411 -0.186 -0.031 -0.139 0.08
C 20.33079 -19.68993 2.90120 -1.896 1.035 -1.594 -0.05
C 21.47599 -19.62927 1.87625 -0.100 -0.436 0.005 -0.48
C 21.38137 -18.75881 0.59173 -0.988 -0.266 0.645 -0.03
O 22.54554 -19.21425 2.66349 1.957 -0.084 0.435 -0.07
H 20.43659 -20.25385 3.82797 0.891 0.123 -0.192 0.08
H 19.38704 -20.05590 2.49684 -0.090 -0.342 -0.434 0.06
H 20.07835 -18.64341 3.07196 0.105 0.142 0.708 0.05
H 21.65461 -20.64205 1.51504 0.396 -0.173 0.165 0.13
H 22.17453 -18.91866 -0.13865 0.157 -0.520 0.343 0.08
H 21.41367 -17.68710 0.78799 -0.321 0.045 0.314 0.07
H 20.43731 -19.02134 0.11431 -0.080 0.268 -0.251 0.07
H 22.59100 -18.25542 2.65010 -0.065 0.219 -0.010 0.04
C 17.68227 -10.12174 7.84540 -1.066 -0.237 0.376 -0.07
C 18.50012 -10.09438 6.59376 -0.290 0.453 -1.837 -0.45
C 18.68970 -11.47078 5.95736 0.432 -0.398 0.999 -0.05
O 17.86955 -9.20487 5.60357 0.236 0.328 0.863 -0.08
H 17.96896 -10.89625 8.55677 0.439 0.020 -0.011 0.07
H 16.65646 -10.37138 7.57431 -0.188 0.053 -0.042 0.08
H 17.64942 -9.16281 8.36259 0.145 0.007 -0.105 0.08
H 19.42335 -9.55585 6.80759 0.348 -0.462 -0.173 0.13
H 19.34350 -12.09583 6.56560 0.515 0.208 0.056 0.07
H 19.11128 -11.45436 4.95232 -0.153 0.175 0.043 0.07
H 17.78213 -12.07190 6.01274 -0.503 0.352 -0.455 0.08
H 17.43569 -9.64402 4.86839 0.131 -0.537 0.275 0.07
C 21.69636 -12.62647 12.24517 -1.114 0.705 -0.128 -0.06
C 20.76314 -13.80254 11.97063 0.915 0.979 -0.283 -0.45
C 21.13464 -14.40906 10.58934 0.061 0.064 0.623 -0.20
O 20.40086 -15.60405 10.39631 -1.568 0.728 -1.049 -0.22
C 19.07522 -15.43997 9.80756 0.916 -0.789 -0.756 -0.06
N 20.91836 -14.84770 12.93272 0.374 -1.604 0.177 0.04
H 22.75895 -12.84337 12.35463 -0.113 -0.424 -0.447 0.08
H 21.43329 -12.08770 13.15546 -0.225 -0.125 0.086 0.07
H 21.47590 -11.95195 11.41781 0.647 0.474 -0.040 0.07
H 19.70704 -13.55305 12.07302 -0.063 0.956 -0.950 0.14
H 22.15449 -14.79377 10.58936 0.327 0.333 0.565 0.12
H 21.13049 -13.71750 9.74683 -0.621 0.105 -0.084 0.12
H 18.83101 -14.53062 9.25842 0.808 0.611 0.351 0.08
H 18.22512 -15.60038 10.47067 0.363 -0.405 0.311 0.09
H 19.16520 -16.17541 9.00811 -0.984 -0.350 0.075 0.07
H 20.02385 -15.05460 13.35360 -0.055 0.150 0.441 0.07
H 20.96693 -15.58292 12.24193 0.353 -1.437 0.978 0.05
C 26.11358 -17.16630 3.86979 -1.267 -0.377 -0.862 -0.05
C 27.18920 -16.30408 3.15697 -0.712 -0.187 1.308 -0.43
C 26.57668 -15.42034 2.09966 0.814 -0.567 -1.422 -0.17
O 27.67371 -14.53922 1.66664 -1.622 -0.459 0.013 -0.21
C 27.64541 -14.17276 0.29568 -0.324 -0.014 0.068 -0.10
N 27.81539 -15.43824 4.11577 0.604 0.828 1.085 0.04
H 25.67533 -17.96271 3.26832 0.277 0.023 -0.868 0.06
H 25.23136 -16.54979 4.04215 0.002 0.458 0.229 0.05
H 26.22215 -17.74690 4.78587 1.282 0.637 0.333 0.07
H 27.98317 -16.88459 2.68715 -0.140 -0.273 -0.034 0.14
H 25.66947 -14.87602 2.36194 0.219 0.375 0.513 0.13
H 26.25768 -16.13013 1.33641 0.119 0.286 -0.855 0.12
H 28.22276 -14.91650 -0.25351 0.083 0.216 -0.351 0.09
H 28.01485 -13.15577 0.16387 0.559 -0.166 0.233 0.08
H 26.64388 -14.10028 -0.12834 -0.293 -0.387 0.180 0.08
H 27.09399 -14.84268 4.49655 -0.658 -0.209 0.759 0.06
H 28.26276 -14.71180 3.57518 0.929 -0.127 -0.208 0.05
C 14.56498 -18.46999 4.75593 0.059 0.505 0.640 -0.05
C 15.83580 -17.71263 4.42633 0.271 -1.532 -0.800 -0.48
C 15.75700 -17.25722 2.96585 0.006 0.231 -0.364 -0.17
O 15.24535 -18.23016 1.99159 0.479 1.620 0.613 -0.18
C 16.12844 -19.26010 1.60393 0.364 -0.539 1.624 -0.12
N 16.17204 -16.66823 5.38831 -0.576 -0.148 -0.445 0.06
H 14.58775 -19.42147 4.22465 -0.432 0.143 0.088 0.08
H 13.71415 -17.84687 4.48039 -0.225 -0.230 -0.403 0.09
H 14.43767 -18.61652 5.82851 0.319 -0.324 0.078 0.08
H 16.66065 -18.42454 4.39641 0.201 -0.240 0.520 0.12
H 16.75359 -16.86703 2.75931 0.386 -0.350 -0.806 0.11
H 15.15558 -16.34881 2.93128 -0.665 -0.253 -0.352 0.13
H 15.57250 -20.05515 1.10701 -0.043 0.405 -0.316 0.09
H 16.51260 -19.71407 2.51740 0.105 -0.428 0.254 0.07
H 17.04969 -18.99245 1.08647 -0.299 0.588 -0.604 0.08
H 15.29936 -16.19061 5.56272 -0.151 0.386 0.338 0.07
H 16.76369 -15.98069 4.94408 0.169 0.181 -0.042 0.04
```
Forces are in eV/Å.

## Properties
E_HOMO, hartree: -0.3265
Total charge: 0
DFT total energy, eV: -106596.69258
Frontier orbital gap, eV: 7.818